# 1
ORCA calculation (the ωB97M-V functional and the def2-TZVPD basis) on a molecular structure, C28H35MnO2PSb.

Structure (XYZ):
```
68
Properties=species:S:1:pos:R:3:forces:R:3
Mn 0.060014 1.216206 0.238982 0.26 0.16 -0.65
O -0.507540 2.456863 1.752639 -0.73 0.85 0.42
C -0.197289 1.313687 2.042506 1.44 -0.64 -0.55
C -0.318698 0.353785 3.094204 -0.22 -0.61 1.11
C -0.663440 0.612785 4.423578 0.01 -0.10 -0.32
C -0.885908 -0.460766 5.268791 0.02 0.10 0.12
C -0.776011 -1.762638 4.802883 0.09 0.03 -0.21
C -0.383483 -2.024552 3.492221 -0.05 -0.01 0.15
C -0.128399 -0.971572 2.634481 -0.20 0.88 -0.20
P 0.317135 -0.982278 0.837512 0.41 -0.68 0.40
C -0.372204 -2.581734 0.286970 0.04 0.27 -0.08
C 0.148152 -3.746293 0.851904 -0.15 0.01 -0.14
C -0.406693 -4.969639 0.534191 0.07 -0.09 0.07
C -1.464079 -5.044801 -0.359026 -0.08 0.05 -0.06
C -1.941242 -3.896739 -0.967425 -0.06 -0.07 -0.09
C -1.389494 -2.665519 -0.653790 0.07 0.14 0.14
C 2.075230 -1.477122 0.812081 -0.08 0.21 -0.06
C 2.559361 -1.828504 -0.447398 -0.05 0.06 0.14
C 3.862778 -2.259718 -0.596282 0.03 0.01 -0.02
C 4.691963 -2.328842 0.514091 0.07 0.04 0.04
C 4.218819 -1.960127 1.762883 0.12 -0.02 0.03
C 2.911483 -1.525521 1.919382 -0.20 0.01 -0.17
H -0.774342 1.632369 4.763180 -0.04 0.04 0.04
H -1.166837 -0.289624 6.296370 -0.05 0.05 0.09
H -1.011270 -2.584775 5.462476 0.06 -0.07 0.05
H -0.310839 -3.045780 3.156258 -0.01 -0.07 -0.02
H 0.992195 -3.686528 1.524409 0.05 -0.09 0.03
H -0.011262 -5.868497 0.980334 0.04 -0.12 0.05
H -1.908208 -6.000479 -0.587194 -0.03 -0.12 -0.06
H -2.742668 -3.957509 -1.688113 -0.07 -0.02 -0.07
H -1.741992 -1.768389 -1.142951 -0.08 0.05 0.01
H 1.891991 -1.766903 -1.297704 0.02 -0.09 -0.14
H 4.231287 -2.552356 -1.568209 0.04 -0.02 -0.09
H 5.711257 -2.664339 0.403358 0.10 -0.07 0.00
H 4.869725 -2.026076 2.620660 0.07 0.03 0.10
H 2.540347 -1.234466 2.891617 0.00 -0.02 0.12
C -1.819481 4.980494 -1.047005 0.03 -0.08 0.03
C -2.475092 3.619166 -0.925595 0.18 -0.40 -0.15
Sb -1.316305 1.958732 -1.759556 -1.51 0.88 -0.95
C -1.146806 2.693798 -3.806473 0.20 -0.20 0.40
C -2.480407 2.797215 -4.516887 -0.07 -0.01 0.04
C -3.074221 0.673280 -1.865482 0.48 0.09 -0.13
C -3.472353 0.228590 -0.463781 0.22 0.06 0.13
H -2.451228 5.735065 -0.581911 0.01 0.13 0.01
H -1.679624 5.259336 -2.089008 0.09 0.10 -0.08
H -0.854609 4.996886 -0.541790 0.09 0.07 -0.02
H -3.432561 3.600620 -1.446685 -0.07 -0.04 0.04
H -2.650054 3.381014 0.126892 -0.02 -0.10 -0.11
H -0.472194 2.043994 -4.362496 0.11 -0.01 0.12
H -0.676846 3.674257 -3.727652 0.11 -0.03 0.07
H -2.909249 1.812067 -4.688393 -0.12 -0.02 -0.01
H -2.347343 3.277795 -5.485841 -0.04 0.01 -0.05
H -3.189152 3.393503 -3.945322 -0.13 0.03 -0.01
H -2.834675 -0.178151 -2.502073 -0.01 -0.03 -0.05
H -3.884826 1.225919 -2.335132 0.03 0.05 -0.12
H -2.588629 -0.047481 0.134153 -0.25 -0.01 0.00
H -4.130485 -0.638356 -0.493136 -0.05 -0.05 0.04
H -3.997288 1.026312 0.059016 0.03 0.03 0.10
C 3.439797 1.129321 -2.107861 0.48 0.19 -0.10
O 2.120051 1.301979 -1.572133 -0.05 0.09 0.17
C 1.886879 1.605911 -0.317450 -0.39 -1.21 0.94
C 3.065025 1.847208 0.578610 -0.14 0.42 -0.46
H 3.983959 2.074312 -2.085446 -0.03 -0.04 -0.02
H 3.304041 0.812502 -3.139517 -0.02 0.01 0.10
H 3.993895 0.371232 -1.551822 -0.12 0.05 -0.02
H 3.640790 0.920512 0.660404 0.01 -0.05 -0.01
H 2.747878 2.152756 1.573006 -0.08 -0.06 -0.07
H 3.721275 2.616602 0.166497 0.15 0.02 0.00
```
Forces are in eV/Å.

Computed properties:
LUMO (spin up / spin down) ... -3.15 / -3.23 eV
Energy relative to the best compared isomer or geometry (same formula, charge and spin) ... 99.0 kJ/mol
Orbital gap (spin up / spin down) ... 7.83 / 6.93 eV
Multiplicity ... 2
Molar mass ... 611.3 g mol⁻¹
<S²> ... 1.243
Total charge ... +1
Total energy ... -2970.6530 Ha

# 2
ORCA calculation (the ωB97M-V functional and the def2-TZVPD basis) on 5 unconnected molecules or ions with the total composition C48H74F12NO10.

Structure (XYZ):
```
145
Properties=species:S:1:pos:R:3:forces:R:3
C -6.495377 7.560984 14.297828 1.46 -0.75 -0.02
C -6.474253 6.297990 13.290080 0.16 0.30 -0.36
C -6.119597 4.878047 13.989889 -2.63 0.67 -0.07
C -6.770837 6.405673 11.867038 0.37 -0.33 0.95
C -5.704253 6.888751 10.762150 0.19 1.11 1.25
C -5.611545 5.900929 9.490584 0.42 0.46 -0.19
C -6.380319 6.431107 8.175523 -0.92 -0.52 0.27
C -7.714325 7.200609 8.631953 0.26 0.53 0.44
C -6.833346 5.215436 7.181299 -0.30 0.93 0.11
C -5.836716 5.004124 5.937503 -0.82 0.99 -0.32
N -5.037012 3.738360 5.988012 0.75 -1.48 3.78
C -4.564425 3.263851 7.144416 1.10 -1.03 -0.99
C -3.687174 1.908853 6.963320 -1.50 0.85 -1.29
C -4.503760 1.371547 5.662049 -0.88 2.29 1.20
C -4.555760 2.816064 4.913005 1.40 -0.86 -2.01
C -5.181466 2.882204 3.440613 0.07 0.11 -0.16
C -4.000590 2.500101 2.374119 -0.37 1.01 -0.49
O -4.385830 1.452323 1.459336 1.00 -0.02 1.44
C -3.744088 0.190695 1.756399 0.09 -1.53 -0.60
C -2.395816 -0.067198 0.885302 0.59 0.85 1.92
O -2.370185 -1.386140 0.289416 1.67 1.00 -1.46
C -1.216588 -1.541470 -0.565208 3.54 -0.65 -2.61
C -1.251205 -2.507257 -1.799520 1.84 1.89 1.03
C -0.030780 -2.686378 -2.770828 -0.15 2.35 3.23
C 1.282792 -1.906788 -2.530623 -2.33 0.36 2.28
C 2.603562 -2.008223 -3.481767 -1.85 0.84 0.89
C 2.125354 -2.689823 -4.848088 0.38 -0.89 0.06
C 3.032727 -0.449071 -3.736083 -0.06 -1.45 -0.98
C 3.682101 -2.841891 -2.637280 -0.07 -0.48 -0.71
C 4.928757 -3.422955 -3.461881 1.25 -0.82 0.44
C 5.637367 -2.388232 -4.461009 0.14 0.82 0.88
C 4.639112 -4.796159 -4.255898 0.83 0.58 -0.78
C 6.064238 -3.805897 -2.341221 0.06 -0.08 -0.13
C 1.349637 -0.966348 -1.287705 -3.04 -1.91 -0.78
C 0.139365 -0.792028 -0.326474 -0.12 -1.69 -2.27
H -7.159978 8.413233 13.935413 1.20 -1.24 0.24
H -6.953395 7.180264 15.286536 0.67 0.36 -1.58
H -5.426151 7.907418 14.577150 -1.70 -0.21 -0.40
H -5.652014 4.138509 13.261596 -0.45 1.28 1.06
H -5.514294 5.056354 14.942134 -0.70 -0.19 -1.49
H -7.130022 4.434435 14.319628 1.45 0.24 -0.21
H -7.815866 6.087132 11.538842 2.00 -1.19 0.04
H -5.837851 7.992106 10.476382 0.29 -1.57 -0.08
H -4.672495 6.828888 11.280014 -1.74 0.16 -0.76
H -5.955318 4.852551 9.804141 0.21 1.47 -0.41
H -4.494283 5.820832 9.226299 -1.49 0.05 0.40
H -5.690200 7.148381 7.594316 -1.13 -1.01 0.89
H -8.232996 6.661131 9.510317 0.80 0.72 -1.55
H -8.469606 7.353797 7.787164 1.15 -0.28 1.10
H -7.412647 8.238873 9.024128 -0.61 -1.56 -0.60
H -7.040949 4.277776 7.798078 0.43 1.07 -0.99
H -7.849005 5.537380 6.734545 1.69 -0.64 0.61
H -5.091706 5.874314 5.933481 -1.01 -1.28 -0.21
H -6.457283 5.037337 4.969170 1.27 -0.30 1.44
H -4.684466 3.657529 8.205658 -0.26 0.13 -1.87
H -2.643954 2.137473 6.520679 -1.36 -0.13 1.38
H -3.728227 1.285098 7.920829 0.33 0.91 -1.56
H -4.093485 0.485092 5.079683 -0.64 1.37 0.85
H -5.577719 1.307702 6.064864 1.38 -0.90 -1.02
H -3.450846 3.128068 4.799082 -1.48 -0.34 -0.07
H -5.568329 3.938860 3.170891 0.75 -1.65 0.64
H -6.065129 2.178142 3.263187 1.29 0.82 0.52
H -3.845785 3.456206 1.742182 -0.01 -1.62 0.97
H -3.018041 2.228406 2.890530 -1.31 0.43 -0.55
H -4.472734 -0.639791 1.466225 0.88 1.15 0.42
H -3.520184 0.082978 2.887864 -0.32 0.25 -1.80
H -1.532701 -0.034100 1.659252 -1.20 0.10 -1.30
H -2.233802 0.792132 0.147060 -0.39 -1.36 0.75
H -2.256592 -3.045552 -1.960023 1.93 0.83 0.07
H -0.164462 -3.385928 -3.655413 0.24 1.06 1.40
H 2.005752 -3.828786 -4.686275 0.26 1.89 -0.19
H 2.923199 -2.560204 -5.674891 -1.42 -0.10 1.30
H 1.089817 -2.335451 -5.212823 1.83 -0.15 0.57
H 2.058752 0.121806 -3.890911 1.49 -0.47 0.36
H 3.603587 -0.458107 -4.740702 -0.67 0.38 1.76
H 3.679297 -0.049275 -2.878889 -1.01 -0.40 -1.38
H 4.093418 -2.203971 -1.784780 -0.66 -0.61 -1.18
H 3.141991 -3.734392 -2.141264 0.83 1.32 -0.77
H 5.108273 -2.235976 -5.459829 0.69 -0.35 1.32
H 5.659488 -1.365181 -3.919278 -0.01 -1.56 -0.98
H 6.749503 -2.661858 -4.622446 -1.94 0.21 0.04
H 4.131076 -5.604790 -3.632673 0.45 1.23 -0.82
H 5.674425 -5.209922 -4.571901 -1.63 0.59 0.52
H 4.098566 -4.571852 -5.250286 0.55 -0.58 1.70
H 7.067597 -3.293325 -2.570772 -1.52 -0.70 0.33
H 5.745776 -3.477961 -1.286738 0.48 -0.67 -1.52
H 6.259856 -4.940728 -2.374541 -0.33 1.76 0.32
H 2.334580 -0.393307 -1.133404 -1.92 -0.92 0.01
H 0.255528 -0.095529 0.575150 -0.14 -1.16 -1.63
C 6.843623 0.936507 0.813933 -0.22 -0.22 -0.20
C 7.675890 1.948486 0.051382 -0.10 0.13 0.79
O 7.914655 1.502172 -1.292159 -0.42 0.06 -1.16
C 6.910460 1.707791 -2.169924 -0.03 0.57 1.89
O 5.859751 2.225840 -1.890059 0.55 -0.46 -0.76
C 7.315965 1.232465 -3.562424 0.55 -0.80 -1.88
F 7.905596 0.019674 -3.544231 -0.27 0.47 0.44
F 8.196092 2.073177 -4.146658 -0.34 0.00 0.63
F 6.269479 1.132187 -4.404471 0.15 0.20 0.87
H 7.312369 -0.050189 0.779087 0.08 0.13 0.09
H 6.729755 1.238709 1.856887 0.06 0.01 -0.08
H 5.848945 0.832154 0.374125 0.05 0.12 0.07
H 8.654290 2.050319 0.525493 0.02 -0.10 -0.35
H 7.212010 2.938600 0.053941 -0.05 -0.17 -0.22
C -2.976701 -7.085925 -7.027963 0.27 -0.24 0.05
C -2.490414 -5.725543 -7.487851 -0.85 -0.24 -0.16
O -1.164064 -5.467354 -7.000051 1.25 -0.01 -0.22
C -0.157798 -6.033379 -7.699474 -1.98 -0.21 -0.53
O -0.312247 -6.721251 -8.674362 0.75 0.44 0.70
C 1.190739 -5.640031 -7.103123 1.73 0.46 0.71
F 1.212135 -5.747056 -5.756078 -0.49 0.06 -0.55
F 1.516086 -4.360029 -7.388957 -0.52 -0.46 -0.14
F 2.205105 -6.399347 -7.558254 -0.79 0.15 -0.15
H -2.908232 -7.170768 -5.940545 -0.09 0.08 -0.08
H -4.012762 -7.247664 -7.332087 0.07 0.08 0.01
H -2.364556 -7.886837 -7.448401 -0.10 0.08 -0.03
H -3.133404 -4.946457 -7.072637 0.36 0.06 0.09
H -2.528483 -5.628465 -8.576267 0.25 -0.08 0.12
C 6.126347 3.198110 -6.690402 0.21 0.10 -0.36
C 5.284974 4.329305 -6.133714 -0.22 -0.76 0.13
O 5.943743 5.592105 -6.315947 0.09 0.96 -0.66
C 5.828381 6.146899 -7.541945 -0.87 -1.68 0.45
O 5.224766 5.649881 -8.456653 0.58 0.82 0.37
C 6.530761 7.501684 -7.580816 1.06 1.73 -0.23
F 7.753493 7.466608 -7.010758 -0.51 -0.39 -0.11
F 5.829408 8.449860 -6.922064 -0.09 -0.64 -0.11
F 6.708959 7.958549 -8.833459 -0.35 -0.63 0.45
H 7.127335 3.212967 -6.252702 -0.15 -0.05 0.09
H 5.661851 2.233440 -6.480671 0.01 0.13 0.00
H 6.250594 3.293574 -7.771582 -0.14 0.00 0.07
H 5.157347 4.195563 -5.057067 0.15 0.31 -0.07
H 4.285489 4.346363 -6.576871 0.20 0.16 -0.12
C 2.009736 -8.496125 -5.135591 -0.13 -0.09 0.34
C 1.770405 -9.652831 -6.085457 0.44 0.65 -0.27
O 1.183868 -10.766161 -5.394135 -1.10 -0.55 0.29
C -0.147953 -10.694900 -5.187216 1.06 1.35 -0.98
O -0.840672 -9.774224 -5.538818 0.03 -0.90 0.47
C -0.646624 -11.958063 -4.490103 -0.72 -1.62 1.05
F 0.139192 -12.321642 -3.455209 -0.05 0.47 -0.46
F -0.683645 -13.013805 -5.330807 0.17 0.67 -0.05
F -1.889710 -11.820562 -3.993005 0.57 0.41 -0.44
H 2.609649 -8.818706 -4.280550 0.06 -0.03 -0.15
H 2.526173 -7.682585 -5.643455 0.03 -0.23 0.09
H 1.068239 -8.112028 -4.736592 0.06 0.00 -0.13
H 2.724328 -10.000913 -6.487125 -0.19 -0.26 0.16
H 1.151555 -9.356157 -6.937035 -0.12 -0.12 0.20
```
Forces are in eV/Å.

Computed properties:
LUMO ... -4.25 eV
Energy relative to the best compared isomer or geometry (same formula, charge and spin) ... 971.4 kJ/mol
Orbital gap ... 4.68 eV
Molar mass ... 1053.1 g mol⁻¹
Total charge ... +1
Total energy ... -3878.2212 Ha

Let's list max |F| in order: 0.039; 0.086 hartree/bohr.